Record 1
A single C19H23NO4 molecule, computed with the ωB97M-V functional and the def2-TZVPD basis.

Summary:
- SMILES string: C[C@@H](NC[C@H](O)COc1ccccc1)[C@@H]1COc2ccccc2O1
- E_HOMO: -8.047 eV

The geometry in ORCA input format:
```
! RIJCOSX wB97M-V def2-TZVPD def2/J DEFGRID3
* xyz 0 1
C -0.128 -2.885 -1.118
C -0.488 -1.612 -0.344
N -0.963 -0.534 -1.192
C 0.071 0.282 -1.803
C 0.500 1.394 -0.833
O -0.468 2.411 -0.748
C 1.804 2.051 -1.309
O 2.867 1.135 -1.410
C 3.456 0.647 -0.278
C 4.376 -0.382 -0.484
C 5.047 -0.946 0.581
C 4.812 -0.496 1.871
C 3.904 0.525 2.078
C 3.224 1.100 1.016
C -1.514 -1.904 0.779
C -2.901 -2.340 0.292
O -3.557 -1.327 -0.431
C -3.455 -0.089 0.150
C -4.292 0.923 -0.298
C -4.226 2.184 0.266
C -3.327 2.440 1.288
C -2.477 1.442 1.728
C -2.523 0.176 1.157
O -1.651 -0.774 1.619
H 0.197 -3.669 -0.440
H 0.682 -2.674 -1.811
H -0.982 -3.244 -1.690
H 0.412 -1.251 0.170
H -1.604 -0.897 -1.887
H -0.339 0.756 -2.697
H 0.960 -0.297 -2.094
H 0.660 0.948 0.161
H -1.310 1.996 -0.522
H 2.048 2.895 -0.655
H 1.657 2.436 -2.322
H 4.550 -0.717 -1.495
H 5.757 -1.741 0.405
H 5.334 -0.938 2.706
H 3.716 0.887 3.078
H 2.526 1.899 1.210
H -1.103 -2.692 1.421
H -3.498 -2.609 1.176
H -2.839 -3.206 -0.368
H -4.992 0.696 -1.087
H -4.883 2.963 -0.089
H -3.279 3.419 1.738
H -1.760 1.621 2.514
*
```

The Mulliken scheme yields these atomic charges, measured in e: C -1.637; C 0.132; N 0.108; C -1.218; C 1.370; O -0.748; C -1.211; O -0.482; C 0.856; C -0.491; C -0.432; C -0.512; C -0.820; C -0.267; C -0.086; C -0.773; O -0.508; C 0.619; C -0.691; C -0.483; C -0.521; C -0.565; C 0.577; O -0.507; H 0.405; H 0.397; H 0.394; H 0.253; H 0.313; H 0.436; H 0.208; H -0.022; H 0.289; H 0.410; H 0.406; H 0.420; H 0.376; H 0.394; H 0.376; H 0.384; H 0.504; H 0.320; H 0.432; H 0.442; H 0.383; H 0.368; H 0.402

---

Record 2
2 unconnected molecules or ions with the total composition C8H12O3, computed with the ωB97M-V functional and the def2-TZVPD basis.

Summary:
- E_HOMO (alpha / beta): -6.838 / -6.723 eV

The geometry in ORCA input format:
```
! RIJCOSX wB97M-V def2-TZVPD def2/J DEFGRID3
* xyz 0 1
C -2.301 1.311 2.041
C -1.665 1.001 3.051
C 1.469 -1.062 0.318
C -0.229 0.412 -0.103
C 0.818 0.985 0.838
C 0.424 -0.814 -0.738
C -0.631 -1.904 -1.024
C 1.233 -0.543 -1.994
O 1.650 -0.023 1.047
O -0.771 1.450 -0.928
O 0.692 2.180 1.458
H -2.740 1.480 1.092
H -1.124 0.900 3.890
H 2.310 -1.731 0.188
H -1.053 0.141 0.532
H -1.365 -1.346 -1.458
H -0.909 -2.374 -0.136
H -0.177 -2.724 -1.675
H 2.022 -1.280 -2.236
H 1.734 0.471 -1.990
H 0.679 -0.674 -2.936
H -0.059 1.861 -1.475
H -0.009 2.283 2.236
*
```

The Mulliken scheme yields these atomic charges, measured in e: C -0.172; C -0.685; C -1.002; C -0.336; C -0.047; C 2.300; C -1.933; C -1.720; O -0.229; O -0.560; O -0.439; H 0.470; H 0.454; H 0.425; H 0.329; H 0.480; H 0.443; H 0.402; H 0.384; H 0.387; H 0.369; H 0.390; H 0.290

---

Values for energy relative to the best compared isomer or geometry (same formula, charge and spin), kJ/mol, ordered as above
179.8 686.9
Values for total energy, eV, ordered as above
-29755.677 -14626.071